[1]
{
  "formula": "C2H6N2O",
  "method": "ωB97M-V/def2-TZVPD",
  "symbols": ["C", "N", "H", "H", "H", "C", "N", "O", "H", "H", "H"],
  "positions_angstrom": [[-1.35190, -2.82736, 1.37750], [-0.92256, -1.54274, 1.51374], [-1.20318, -3.56697, 2.17209], [-1.99816, -3.18271, 0.55824], [-0.62772, -1.16758, 0.60928], [1.03765, 1.53014, -1.26508], [1.03781, 1.78197, 0.07800], [0.12933, 1.02846, -1.88033], [1.98384, 1.81526, -1.75739], [0.16093, 1.58953, 0.54143], [1.65435, 2.52826, 0.35349]],
  "forces_ev_per_angstrom": [[-0.145, -0.359, -0.253], [0.700, 0.156, 0.244], [-0.203, 0.273, 0.175], [0.201, 0.031, -0.079], [-0.509, 0.015, -0.077], [-0.175, -0.028, 0.204], [0.064, 0.002, -1.030], [0.062, -0.068, -0.085], [0.084, 0.085, 0.024], [0.100, 0.077, 0.382], [-0.179, -0.185, 0.496]],
  "spin_multiplicity": 2,
  "homo_ev": [0.879, -2.005],
  "homo_lumo_gap_ev": [2.436, 5.300],
  "total_charge": -1,
  "de_lowest_kcal_mol": 24.2,
  "total_energy_ev": -7196.59190
}



[2]
{
  "formula": "C3H5NO4",
  "method": "ωB97M-V/def2-TZVPD",
  "symbols": ["O", "N", "O", "C", "O", "C", "O", "C", "H", "H", "H", "H", "H"],
  "positions_angstrom": [[-0.99863, 1.87335, 0.62872], [-0.44656, 0.94046, 1.15706], [-0.42448, 0.64121, 2.30238], [0.24099, 0.00149, 0.12785], [1.59726, -0.70693, 0.70443], [-0.71848, -1.06616, -0.36640], [-0.56214, -0.57907, -1.67763], [0.40980, 0.44960, -1.28253], [1.66770, -0.42799, 1.67542], [-0.38089, -2.07360, -0.32680], [-1.85748, -0.85865, -0.02757], [0.00897, 1.44057, -1.39812], [1.46394, 0.36572, -1.51679]],
  "forces_ev_per_angstrom": [[-0.490, 0.485, 0.419], [1.224, -0.416, -2.718], [0.057, -0.300, 1.601], [2.841, -2.676, 3.356], [-3.219, 2.771, 0.635], [-2.852, 1.713, 0.612], [1.083, 0.876, -1.846], [-0.845, -0.144, 1.013], [-0.337, -0.537, -1.852], [0.057, -0.835, 0.685], [2.531, -0.936, -0.431], [-0.009, 0.396, -0.566], [-0.040, -0.398, -0.909]],
  "homo_ev": -10.671,
  "smiles": "O=[N+]([O-])C1(O)COC1",
  "homo_lumo_gap_ev": 10.541,
  "de_lowest_kcal_mol": 144.5,
  "total_energy_ev": -12866.61084
}



[3]
{
  "formula": "BrH2NOS2",
  "method": "ωB97M-V/def2-TZVPD",
  "symbols": ["O", "S", "S", "N", "Br", "H", "H"],
  "positions_angstrom": [[0.46027, 1.72743, -0.01208], [0.58695, 0.36756, -0.22250], [2.26691, -0.46184, 0.14193], [-0.70911, -0.34305, 0.56245], [-2.45296, -0.09332, 0.12120], [0.41489, 0.24847, -1.52272], [-0.56695, -1.44525, 0.93171]],
  "forces_ev_per_angstrom": [[-0.651, 4.363, 0.850], [1.063, -3.005, 0.032], [-0.802, -0.372, 0.292], [1.800, -4.790, 1.801], [-0.629, 0.454, -0.488], [-0.679, -0.743, -0.886], [-0.101, 4.092, -1.602]],
  "homo_ev": -9.765,
  "smiles": "O=[S@@H](=S)NBr",
  "homo_lumo_gap_ev": 9.275,
  "de_lowest_kcal_mol": 27.1,
  "total_energy_ev": -95279.76055
}